ORCA calculation (the ωB97M-V functional and the def2-TZVPD basis) on 2 unconnected molecules or ions with the total composition C4H8N3O2 in a non-equilibrium geometry.

Computed properties:
Highest occupied orbital energy ... -13.446 eV
ΔE to the lowest compared entry with this formula, charge and spin ... 594.9 kJ/mol
E_tot ... -12831.106 eV
Charge ... +1
E_LUMO ... -4.42 eV
Spin multiplicity ... 1

Geometry as XYZ:
```
17
C4H8N3O2 the ωB97M-V functional and the def2-TZVPD basis
C -0.47 -0.16 -0.17
C -0.41 -1.68 -0.13
C -2.55 1.23 -0.03
C 2.78 -0.45 -0.20
N -2.48 -1.12 0.37
N -1.76 -0.01 0.04
N 2.65 -1.53 0.47
O 0.52 -2.47 -0.29
O -1.65 -2.18 0.26
H -3.60 1.08 -0.38
H -2.02 2.05 -0.62
H -2.64 1.78 1.07
H 3.57 0.19 -0.08
H 2.01 -0.16 -0.84
H -3.45 -1.31 0.10
H 1.87 -2.10 0.20
H 3.25 -1.95 1.10
```

Results of the natural (NBO) charge analysis, in e, for atoms 1 through 2:
1. C -0.113
2. C 0.665



ORCA calculation (the ωB97M-V functional and the def2-TZVPD basis) on a gas-phase ion, C2H8N2P (charge +1) in a non-equilibrium geometry.

Computed properties:
Highest occupied orbital energy ... -15.251 eV
ΔE to the lowest compared entry with this formula, charge and spin ... 24.3 kJ/mol
E_tot ... -14465.395 eV
SMILES ... CNC(=[NH2+])P
Charge ... +1
E_LUMO ... -3.60 eV
Spin multiplicity ... 1

Geometry as XYZ:
```
13
C2H8N2P the ωB97M-V functional and the def2-TZVPD basis
C 0.59 -0.23 0.10
C -1.67 0.47 0.20
N -0.33 0.69 0.05
N 0.29 -1.52 0.20
P 2.40 0.22 0.02
H -2.16 -0.11 -0.64
H -2.03 -0.06 1.01
H -2.25 1.36 0.10
H 0.12 1.59 0.16
H -0.57 -1.97 -0.09
H 1.17 -2.08 0.42
H 2.16 1.58 -0.14
H 2.29 0.06 -1.38
```

Results of the natural (NBO) charge analysis, in e, for atoms 1 through 2:
1. C 0.319
2. C -0.470